Entry i
Computed, not measured: CH5N3S as an isolated structure, with wB97M-V/def2-TZVPD.

Positions of all 10 atoms, in Å:
S 1.807 -0.017 -0.095
N -1.704 -0.836 0.090
N -1.180 1.359 0.052
N 0.270 -0.623 0.132
C -0.823 0.115 -0.068
H -1.982 -1.923 -0.877
H 0.188 -0.647 1.431
H -2.868 -0.508 -0.358
H -1.980 1.654 -0.276
H 0.960 1.704 0.085

The calculation puts the HOMO energy at -8.6 eV. The HOMO-LUMO gap is 8.15 eV.

Formally, the Mulliken partial charges of the atoms, in units of the elementary charge, are as follows: number 1, S, carries -0.20; number 2, N, carries -0.63; number 3, N, carries -0.67; number 4, N, carries -0.37; number 5, C, carries 0.48; number 6, H, carries 0.34; number 7, H, carries 0.37; number 8, H, carries 0.27; number 9, H, carries 0.23; number 10, H, carries 0.17


Entry ii
Computed, not measured: a 2-piece molecular cluster, CH5N3S overall, with wB97M-V/def2-TZVPD.

Positions of all 10 atoms, in Å:
S -2.205 -0.256 -0.299
N -0.997 0.594 0.437
N 1.251 -0.926 0.040
N 1.295 0.420 -0.486
C 0.213 1.117 -0.199
H 2.105 -1.448 -0.129
H -1.367 1.192 1.178
H 0.104 2.073 -0.958
H 0.756 -0.945 0.997
H -1.156 -1.819 -0.580

The calculation puts the HOMO energy at -8.6 eV. The HOMO-LUMO gap is 8.44 eV.

Formally, the Mulliken partial charges of the atoms, in units of the elementary charge, are as follows: number 1, S, carries -0.19; number 2, N, carries -0.33; number 3, N, carries -0.39; number 4, N, carries -0.27; number 5, C, carries 0.05; number 6, H, carries 0.23; number 7, H, carries 0.28; number 8, H, carries 0.26; number 9, H, carries 0.26; number 10, H, carries 0.12


Of them, entry ii has the highest stability.


Entry i
Computed, not measured: a 3-piece molecular cluster, C4H15N2O2 overall, with wB97M-V/def2-TZVPD.

Positions of all 23 atoms, in Å:
O 3.274 -1.477 1.220
O -2.833 2.640 -1.467
N 1.199 -1.649 -0.925
N 0.696 -0.272 3.218
C 0.733 -0.295 -0.514
C -2.188 1.438 -1.756
C -0.694 -0.136 -0.502
C -1.343 1.149 -0.490
H 4.086 -1.992 1.117
H -2.007 1.194 0.368
H 1.386 -1.607 -1.920
H 0.450 -2.309 -0.770
H 0.316 -0.681 2.391
H -1.321 -0.949 -0.125
H 1.175 0.517 -1.090
H -0.585 1.927 -0.446
H 1.658 -0.472 3.422
H -2.924 0.661 -1.960
H -1.546 1.503 -2.630
H 2.881 -1.515 0.336
H -3.576 2.783 -2.070
H 1.036 -0.185 0.551
H 0.126 -0.272 4.042

The calculation puts the HOMO energy at -12.6 eV. The charge is +1. The HOMO-LUMO gap is 5.43 eV.

Formally, the Mulliken partial charges of the atoms, in units of the elementary charge, are as follows: number 1, O, carries -0.62; number 2, O, carries -0.48; number 3, N, carries -0.60; number 4, N, carries -0.54; number 5, C, carries -0.11; number 6, C, carries -0.55; number 7, C, carries 0.05; number 8, C, carries -0.55; number 9, H, carries 0.32; number 10, H, carries 0.35; number 11, H, carries 0.28; number 12, H, carries 0.24; number 13, H, carries 0.17; number 14, H, carries 0.39; number 15, H, carries 0.38; number 16, H, carries 0.35; number 17, H, carries 0.21; number 18, H, carries 0.39; number 19, H, carries 0.34; number 20, H, carries 0.37; number 21, H, carries 0.33; number 22, H, carries 0.08; number 23, H, carries 0.21


Entry ii
Computed, not measured: a 3-piece molecular cluster, C4H15N2O2 overall, with wB97M-V/def2-TZVPD.

Positions of all 23 atoms, in Å:
O 2.100 -1.523 0.297
O 3.016 1.202 1.433
N -0.198 1.546 1.846
N -1.652 0.578 0.355
C -0.460 0.987 0.687
C -0.914 -0.456 -1.867
C -1.040 -1.990 -2.045
C -2.053 0.097 -0.967
H -2.607 0.853 -1.516
H -2.351 0.555 1.086
H 3.235 1.943 0.863
H 3.128 0.388 0.925
H -1.058 0.006 -2.840
H 0.351 0.865 -0.002
H 0.748 1.554 2.171
H -0.897 1.770 2.533
H -2.741 -0.734 -0.835
H 2.090 -1.969 1.156
H 0.109 -0.311 -1.538
H -1.667 -2.250 -2.878
H 2.616 -2.132 -0.254
H -1.409 -2.464 -1.135
H -0.068 -2.431 -2.258

The calculation puts the HOMO energy at -14.7 eV. The charge is +1. The HOMO-LUMO gap is 11.59 eV.

Formally, the Mulliken partial charges of the atoms, in units of the elementary charge, are as follows: number 1, O, carries -0.62; number 2, O, carries -0.66; number 3, N, carries -0.30; number 4, N, carries -0.16; number 5, C, carries 0.15; number 6, C, carries -0.13; number 7, C, carries -1.39; number 8, C, carries -0.70; number 9, H, carries 0.30; number 10, H, carries 0.26; number 11, H, carries 0.33; number 12, H, carries 0.34; number 13, H, carries 0.27; number 14, H, carries 0.37; number 15, H, carries 0.27; number 16, H, carries 0.21; number 17, H, carries 0.47; number 18, H, carries 0.32; number 19, H, carries 0.24; number 20, H, carries 0.39; number 21, H, carries 0.31; number 22, H, carries 0.36; number 23, H, carries 0.34


Entry iii
Computed, not measured: a 3-piece molecular cluster, C4H15N2O2 overall, with wB97M-V/def2-TZVPD.

Positions of all 23 atoms, in Å:
O 2.547 0.194 0.722
O 3.040 0.025 -2.328
N -1.271 -0.894 0.698
N 0.685 -1.945 1.387
C -1.736 1.461 0.140
C -0.607 -1.911 1.181
C -0.742 0.477 0.729
C -2.225 1.067 -1.253
H -2.263 -1.010 0.926
H -1.136 -2.817 1.459
H -2.553 1.656 0.847
H 3.392 0.759 -2.837
H -1.233 2.433 0.155
H 2.957 0.773 1.369
H -2.910 0.225 -1.143
H 1.114 -2.859 1.385
H 2.790 0.425 -0.183
H -0.592 0.761 1.776
H 3.363 -0.782 -2.743
H 1.311 -1.196 1.077
H -2.785 1.863 -1.728
H -1.369 0.752 -1.848
H 0.221 0.541 0.212

The calculation puts the HOMO energy at -14.8 eV. The charge is +1. The HOMO-LUMO gap is 11.84 eV.

Formally, the Mulliken partial charges of the atoms, in units of the elementary charge, are as follows: number 1, O, carries -0.66; number 2, O, carries -0.64; number 3, N, carries -0.10; number 4, N, carries -0.21; number 5, C, carries -0.70; number 6, C, carries 0.08; number 7, C, carries -0.49; number 8, C, carries -1.04; number 9, H, carries 0.31; number 10, H, carries 0.38; number 11, H, carries 0.36; number 12, H, carries 0.32; number 13, H, carries 0.36; number 14, H, carries 0.29; number 15, H, carries 0.30; number 16, H, carries 0.31; number 17, H, carries 0.32; number 18, H, carries 0.34; number 19, H, carries 0.31; number 20, H, carries 0.15; number 21, H, carries 0.37; number 22, H, carries 0.29; number 23, H, carries 0.34


Entry iv
Computed, not measured: a 2-piece molecular cluster, C4H15N2O2 overall, with wB97M-V/def2-TZVPD.

Positions of all 23 atoms, in Å:
O 0.712 1.921 0.554
O 2.576 0.008 0.842
N 1.059 -0.648 -1.048
N -1.661 -0.076 -0.702
C -1.145 -1.312 -0.126
C -0.469 1.244 1.040
C 0.133 -1.804 -0.859
C -1.534 1.283 -0.037
H 0.707 2.813 0.920
H -1.118 1.846 -0.841
H 0.476 0.189 -0.972
H 2.132 0.876 0.918
H 1.820 -0.659 -0.350
H 3.156 -0.149 1.589
H 0.554 -2.532 -0.167
H -0.896 -1.224 0.916
H -2.571 -0.257 -1.078
H -2.517 1.680 0.206
H 1.515 -0.712 -1.952
H -0.143 -2.303 -1.781
H -0.780 1.657 1.991
H -1.890 -2.083 -0.302
H -0.116 0.241 1.239

The calculation puts the HOMO energy at -12.8 eV. The charge is +1. The HOMO-LUMO gap is 10.17 eV.

Formally, the Mulliken partial charges of the atoms, in units of the elementary charge, are as follows: number 1, O, carries -0.63; number 2, O, carries -0.66; number 3, N, carries -0.07; number 4, N, carries -0.34; number 5, C, carries -0.79; number 6, C, carries -0.45; number 7, C, carries -0.46; number 8, C, carries -0.61; number 9, H, carries 0.30; number 10, H, carries 0.40; number 11, H, carries 0.16; number 12, H, carries 0.36; number 13, H, carries 0.37; number 14, H, carries 0.31; number 15, H, carries 0.26; number 16, H, carries 0.30; number 17, H, carries 0.28; number 18, H, carries 0.35; number 19, H, carries 0.37; number 20, H, carries 0.42; number 21, H, carries 0.53; number 22, H, carries 0.44; number 23, H, carries 0.17


Of them, entry iii has the highest stability.


Entry i
Computed, not measured: a 3-piece molecular cluster, C4H15N2O2 overall, with wB97M-V/def2-TZVPD.

Positions of all 23 atoms, in Å:
O 3.300 0.538 0.762
O 0.026 -1.749 1.565
N -2.558 -0.023 0.411
N 1.643 -1.219 -0.514
C -0.917 1.439 -0.878
C -2.392 1.004 -0.619
C -0.065 0.410 -0.343
C 0.807 -0.203 -1.148
H -2.873 0.581 -1.622
H -0.206 0.150 0.790
H -2.693 0.512 1.225
H -0.234 -2.640 1.971
H 3.498 0.384 1.641
H 2.514 -0.740 -0.014
H -0.642 1.469 -1.924
H -0.773 2.466 -0.458
H -3.370 -0.621 0.398
H 2.078 -1.904 -1.174
H -2.996 1.855 -0.360
H -0.625 -1.090 1.775
H 4.063 0.980 0.435
H 1.157 -1.704 0.240
H 1.255 0.106 -2.158

The calculation puts the HOMO energy at -12.9 eV. The charge is +1. The HOMO-LUMO gap is 10.09 eV.

Formally, the Mulliken partial charges of the atoms, in units of the elementary charge, are as follows: number 1, O, carries -0.62; number 2, O, carries -0.66; number 3, N, carries -0.55; number 4, N, carries -0.18; number 5, C, carries -0.84; number 6, C, carries -0.50; number 7, C, carries 0.44; number 8, C, carries -0.57; number 9, H, carries 0.30; number 10, H, carries 0.15; number 11, H, carries 0.26; number 12, H, carries 0.30; number 13, H, carries 0.29; number 14, H, carries 0.40; number 15, H, carries 0.31; number 16, H, carries 0.28; number 17, H, carries 0.20; number 18, H, carries 0.42; number 19, H, carries 0.35; number 20, H, carries 0.29; number 21, H, carries 0.30; number 22, H, carries 0.35; number 23, H, carries 0.29


Entry ii
Computed, not measured: a 3-piece molecular cluster, C4H15N2O2 overall, with wB97M-V/def2-TZVPD.

Positions of all 23 atoms, in Å:
O 0.597 -2.101 1.129
O 3.893 -0.358 0.596
N 1.682 -0.721 -0.771
N -2.111 1.368 1.296
C -0.392 0.485 -0.751
C -1.726 1.031 -1.125
C -2.741 0.977 0.011
C 0.518 -0.128 -1.482
H 4.213 0.504 0.904
H 1.599 -0.475 0.220
H -0.162 0.464 0.342
H 0.523 -0.266 -2.543
H -3.599 1.660 -0.123
H -3.193 -0.011 0.118
H -1.560 1.973 -1.635
H 0.885 -2.945 1.495
H -0.226 -1.965 1.607
H -2.635 0.961 2.055
H 1.598 -1.738 -0.770
H 4.297 -1.074 1.089
H -1.947 2.355 1.408
H -2.124 0.466 -1.977
H 2.613 -0.464 -1.092

The calculation puts the HOMO energy at -12.3 eV. The charge is +1. The HOMO-LUMO gap is 9.46 eV.

Formally, the Mulliken partial charges of the atoms, in units of the elementary charge, are as follows: number 1, O, carries -0.58; number 2, O, carries -0.61; number 3, N, carries -0.38; number 4, N, carries -0.53; number 5, C, carries -0.26; number 6, C, carries -0.75; number 7, C, carries -0.66; number 8, C, carries -0.24; number 9, H, carries 0.31; number 10, H, carries 0.49; number 11, H, carries 0.36; number 12, H, carries 0.45; number 13, H, carries 0.33; number 14, H, carries 0.36; number 15, H, carries 0.36; number 16, H, carries 0.28; number 17, H, carries 0.29; number 18, H, carries 0.20; number 19, H, carries 0.34; number 20, H, carries 0.29; number 21, H, carries 0.19; number 22, H, carries 0.38; number 23, H, carries 0.37


Of them, entry ii has the highest stability.